[1]
Formula: C22H54BrN4O3
Source: OMol25
Level of theory: wB97M-V/def2-TZVPD

Values from the calculation:
Orbital gap ... 6.168 eV
Net charge ... +3

CARTESIAN COORDINATES (ANGSTROEM)
Br: 1.13 3.68 -1.07
O: -0.50 0.03 -6.64
O: 2.79 -1.34 0.30
O: 1.34 6.01 5.23
N: 1.46 1.30 -6.04
N: 4.65 -4.03 0.31
N: -4.08 0.19 0.69
N: 0.85 6.52 2.91
C: 4.20 -1.40 0.33
C: -1.47 -1.55 3.25
C: 0.55 4.10 3.75
C: -2.24 -2.10 -1.81
C: -2.70 -0.71 -1.33
C: -5.49 0.22 1.33
C: -0.32 7.43 3.02
C: -2.86 -0.01 1.72
C: -1.22 -2.93 3.87
C: -2.62 -1.44 2.21
C: -5.67 1.61 1.88
C: 0.98 5.57 4.10
C: 2.21 0.36 -5.16
C: 4.75 -5.24 1.28
C: 1.18 0.21 -8.46
C: -4.72 2.49 1.11
C: -3.96 1.62 0.15
C: 0.57 0.52 -7.00
C: 3.34 -4.20 -0.51
C: -3.99 -0.82 -0.45
C: 4.67 -2.68 1.06
C: 5.80 -4.11 -0.73
H: -2.08 -2.76 -0.97
H: -4.88 -0.71 -1.07
H: -6.20 0.08 0.52
H: -2.39 -2.07 1.35
H: 0.89 1.93 -5.50
H: -2.88 1.75 0.10
H: 0.78 6.01 2.04
H: -4.04 2.98 1.80
H: -1.29 6.92 3.04
H: 3.37 -5.20 -0.95
H: 2.85 0.99 -4.55
H: 1.51 -0.82 -8.54
H: -3.14 0.76 2.45
H: -0.80 -3.60 3.12
H: 2.88 -0.29 -5.73
H: 0.36 3.61 4.71
H: -0.30 8.09 3.89
H: -0.42 4.14 3.24
H: 4.66 -1.32 -0.66
H: 4.47 -0.46 0.82
H: 2.01 0.88 -8.68
H: -5.50 1.61 2.95
H: -2.18 -3.32 4.20
H: -4.44 1.68 -0.83
H: -3.57 -1.75 2.64
H: -1.89 -0.21 -0.80
H: 5.65 -5.12 -1.11
H: 5.55 -3.30 -1.41
H: 3.37 -3.48 -1.33
H: -0.52 -2.90 4.70
H: 2.47 -4.09 0.13
H: 1.33 3.51 3.29
H: 4.63 -6.20 0.77
H: 5.68 -2.66 1.46
H: -6.74 1.82 1.76
H: 1.51 -0.25 -4.59
H: 1.69 7.07 2.88
H: -4.10 -1.79 0.04
H: 6.81 -4.05 -0.34
H: 0.42 0.47 -9.20
H: 2.64 -0.41 0.12
H: -5.70 -0.52 2.09
H: -5.30 3.25 0.58
H: 4.10 -2.87 1.97
H: -0.23 8.04 2.12
H: 5.73 -5.06 1.71
H: -1.76 -0.81 3.99
H: 3.86 -5.26 1.91
H: -2.99 -2.54 -2.47
H: -1.92 0.20 1.20
H: -2.84 0.09 -2.05
H: -0.52 -1.26 2.79
H: -1.27 -2.05 -2.31
H: 2.05 1.92 -6.58

---

[2]
Formula: CH3P
Source: OMol25
Level of theory: wB97M-V/def2-TZVPD

Values from the calculation:
Orbital gap (spin up / spin down) ... 7.974 / 9.156 eV

CARTESIAN COORDINATES (ANGSTROEM)
P: -1.40 0.40 0.91
C: 0.54 0.11 -0.64
H: 0.40 0.70 -1.53
H: 1.27 -0.65 -0.49
H: -0.80 -0.56 1.75

---

[3]
Formula: C12H21AsCsF6NO4S2
Source: OMol25
Level of theory: wB97M-V/def2-TZVPD

Values from the calculation:
Orbital gap ... 5.523 eV

CARTESIAN COORDINATES (ANGSTROEM)
Cs: -6.01 -2.65 4.70
As: -1.53 0.62 0.45
S: 2.81 -8.40 2.84
S: 3.94 8.99 1.04
F: -1.84 2.40 0.28
F: -1.14 -1.12 0.53
F: 0.25 0.96 0.31
F: -3.28 0.19 0.63
F: -1.52 0.69 2.31
F: -1.65 0.32 -1.38
O: 2.87 -7.33 3.85
O: 3.62 8.15 -0.11
O: 1.57 -9.23 2.68
O: 5.28 9.51 1.34
N: -9.57 -0.37 -7.07
C: 2.17 9.20 3.18
C: -7.51 -1.35 -7.16
C: -9.10 -0.84 -5.88
C: 2.72 10.39 1.14
C: 4.88 -8.46 1.05
C: 3.44 -7.92 1.16
C: 3.21 8.28 2.58
C: 4.23 -9.49 3.18
C: -8.57 -0.77 -7.94
C: 1.63 9.92 2.05
C: -7.82 -1.37 -5.84
C: 4.91 -9.76 1.79
H: 2.91 7.36 2.08
H: 4.88 -8.76 3.66
H: 5.20 -8.68 0.03
H: 2.75 -8.53 0.57
H: 3.19 11.35 1.35
H: 1.52 8.64 3.85
H: 5.57 -7.79 1.57
H: 0.98 10.75 2.31
H: 3.93 -10.37 3.74
H: -9.80 -0.66 -5.07
H: 2.31 10.65 0.16
H: 3.98 7.97 3.29
H: 3.36 -6.86 0.93
H: -8.73 -0.69 -9.00
H: 5.97 -9.96 1.97
H: -10.42 0.15 -7.24
H: 2.72 9.88 3.83
H: -6.67 -1.89 -7.57
H: 4.51 -10.62 1.25
H: 1.04 9.12 1.60
H: -7.18 -1.61 -5.00

---

[4]
Formula: C24H21N5O5
Source: OMol25
Level of theory: wB97M-V/def2-TZVPD

Values from the calculation:
Orbital gap ... 6.362 eV

CARTESIAN COORDINATES (ANGSTROEM)
O: 3.92 -3.09 1.90
O: 1.83 1.29 6.05
O: 1.86 -3.16 2.92
O: 3.20 2.81 5.33
O: -5.26 -4.69 0.43
N: 2.95 -2.59 2.69
N: 4.89 -2.19 1.93
N: -4.63 -2.09 -0.52
N: 2.76 1.65 5.32
N: 7.60 0.49 2.16
C: 6.53 0.29 2.55
C: 2.67 -0.47 4.11
C: 4.63 0.93 3.89
C: -2.89 -3.65 1.54
C: -6.55 -3.89 2.30
C: 5.25 0.05 3.04
C: -5.40 -3.58 1.34
C: -7.02 -2.43 -0.31
C: 3.36 0.68 4.42
C: -1.71 -3.43 2.23
C: 3.28 -1.37 3.25
C: -4.13 -2.80 3.39
C: -8.37 -3.23 3.71
C: -8.59 -4.55 4.06
C: -1.74 -2.89 3.49
C: -7.78 -5.53 3.53
C: -5.26 -1.66 -1.80
C: -6.77 -1.57 -1.56
C: -2.95 -2.57 4.07
C: -6.76 -5.20 2.66
C: -5.71 -2.32 0.48
C: -7.35 -2.90 2.85
C: 4.54 -1.15 2.71
C: -4.11 -3.35 2.11
H: -7.19 -3.47 -0.59
H: -7.89 -2.10 0.26
H: -2.98 -2.16 5.06
H: -9.00 -2.45 4.12
H: -7.36 -1.91 -2.43
H: -5.75 -1.44 1.14
H: -5.07 -2.55 3.84
H: -7.18 -1.86 2.59
H: -2.86 -4.07 0.55
H: -5.03 -2.43 -2.55
H: -4.84 -0.72 -2.16
H: -6.13 -5.96 2.24
H: -3.96 -1.41 -0.17
H: -0.82 -2.72 4.03
H: 5.14 1.85 4.16
H: -0.77 -3.68 1.77
H: -9.39 -4.80 4.73
H: -7.94 -6.56 3.79
H: -4.72 -4.40 -0.34
H: 1.70 -0.67 4.54
H: -7.07 -0.53 -1.37

---

[5]
Formula: C29H66BrNO11S
Source: OMol25
Level of theory: wB97M-V/def2-TZVPD

Values from the calculation:
Orbital gap ... 10.306 eV

CARTESIAN COORDINATES (ANGSTROEM)
Br: 2.22 1.89 -1.91
S: -2.65 1.00 1.09
O: 5.96 0.52 0.48
O: -2.81 -1.96 -1.21
O: -4.93 -2.35 -5.55
O: -0.77 -1.56 3.00
O: -3.08 2.24 1.65
O: -2.57 -0.12 2.31
O: -1.11 0.95 0.49
O: -3.52 0.69 0.00
O: -5.88 -4.70 -8.00
O: 5.38 2.02 -3.59
O: 2.05 3.56 9.29
N: -2.03 -2.31 4.92
C: 0.63 2.29 6.62
C: 0.72 -0.86 0.67
C: 1.73 4.91 9.66
C: -5.21 -6.95 -7.50
C: 6.52 4.15 -3.50
C: 1.84 0.22 0.47
C: -1.55 -1.95 3.98
C: 0.25 5.16 9.42
C: -0.44 1.44 5.89
C: -3.71 -5.40 -8.78
C: 2.47 0.19 -0.95
C: -5.76 -0.62 -7.01
C: 7.28 -1.50 0.53
C: 2.10 5.14 11.11
C: -1.07 0.43 6.89
C: -5.13 -0.94 -5.66
C: -4.36 -3.12 0.22
C: -4.61 -3.15 -2.28
C: -3.80 -0.22 -5.49
C: -3.64 -3.12 -1.11
C: -5.15 -5.81 -8.50
C: 4.56 3.77 -5.03
C: -0.75 0.99 3.34
C: -1.13 -0.28 2.51
C: 5.18 3.43 -3.68
C: 6.95 -0.22 -0.23
C: 0.13 0.72 4.61
C: -0.66 -0.32 1.03
C: 8.18 0.64 -0.43
H: 0.61 -1.39 -0.29
H: 4.50 3.72 -2.88
H: -5.00 -2.23 0.32
H: -5.26 -2.27 -2.26
H: 7.23 3.84 -4.27
H: 1.46 1.22 0.75
H: -2.97 -3.99 -1.17
H: -4.33 -2.62 -6.26
H: -3.23 -5.05 -7.87
H: -5.25 -4.04 -2.24
H: 1.05 3.05 5.94
H: -5.11 -0.95 -7.83
H: -5.81 -0.65 -4.86
H: 1.42 1.70 7.12
H: -1.39 1.03 7.77
H: -0.37 4.48 10.01
H: -1.69 1.43 3.70
H: -0.32 -0.28 7.27
H: 1.88 6.16 11.42
H: 1.55 4.45 11.77
H: -0.01 4.99 8.37
H: -3.09 -0.53 -6.26
H: -1.25 2.14 5.62
H: 3.16 4.94 11.28
H: 6.32 0.75 1.34
H: 2.32 5.56 9.02
H: -0.02 6.19 9.67
H: -3.93 0.86 -5.55
H: 7.67 -1.26 1.52
H: 8.95 0.10 -1.00
H: -6.25 -7.24 -7.30
H: 4.37 4.84 -5.12
H: 5.98 1.76 -4.29
H: -4.08 -3.14 -3.23
H: 6.51 -0.48 -1.20
H: 0.35 -0.34 4.81
H: -3.36 -0.47 -4.53
H: 2.67 0.00 1.16
H: -4.77 -6.65 -6.55
H: -5.47 -4.42 -7.18
H: -6.71 -1.15 -7.13
H: 8.02 -2.09 0.00
H: -3.65 -3.09 1.05
H: -1.98 -0.06 6.50
H: -3.69 -4.57 -9.50
H: -4.99 -4.01 0.34
H: 1.53 2.97 9.85
H: 2.07 -0.61 -1.58
H: -4.68 -7.83 -7.87
H: 6.38 -2.10 0.68
H: 5.20 3.45 -5.85
H: -5.63 -6.12 -9.44
H: 6.39 5.23 -3.55
H: 3.61 3.24 -5.15
H: -1.36 -1.04 0.54
H: 3.56 0.03 -0.86
H: -0.27 1.78 2.73
H: -3.39 -1.18 -1.16
H: 7.93 1.55 -0.98
H: -5.95 0.45 -7.12
H: 6.96 3.89 -2.54
H: 1.11 1.21 4.43
H: -3.13 -6.23 -9.19
H: 8.60 0.94 0.53
H: 0.10 2.84 7.42
H: 1.10 -1.62 1.38

---

[6]
Formula: C3H8N4
Source: OMol25
Level of theory: wB97M-V/def2-TZVPD

Values from the calculation:
Orbital gap ... 7.072 eV

CARTESIAN COORDINATES (ANGSTROEM)
N: 0.38 0.46 0.03
N: -2.71 0.21 -0.31
N: -0.02 -0.55 -0.74
N: 1.65 0.27 0.36
C: 2.47 1.08 1.04
C: 0.90 -1.51 -0.78
C: 1.94 -1.05 0.00
H: -0.96 -0.36 -0.98
H: 3.40 0.72 0.98
H: 0.68 -2.33 -1.34
H: -3.54 -0.27 -0.64
H: -2.41 -0.18 0.62
H: 2.21 2.10 1.12
H: -2.73 1.21 -0.41
H: 2.92 -1.39 0.15

---

[7]
Formula: C37H36MoN3O3
Source: OMol25
Level of theory: wB97M-V/def2-TZVPD

Values from the calculation:
Orbital gap (spin up / spin down) ... 6.234 / 7.141 eV
Net charge ... +1
Expectation value of S² ... 2.05
Multiplicity ... 3

CARTESIAN COORDINATES (ANGSTROEM)
Mo: 0.24 -0.39 -0.53
O: -1.42 1.10 -1.63
O: -0.92 2.41 0.91
O: 0.67 -1.50 2.69
N: -1.57 2.00 -3.76
N: -0.31 0.21 1.46
N: -0.67 1.67 3.12
C: -2.12 -1.29 6.57
C: 2.07 2.27 6.41
C: -1.29 -0.13 4.62
C: 2.06 -0.33 -1.99
C: -3.61 -0.83 4.71
C: 0.10 -0.40 2.61
C: 2.93 0.48 -5.76
C: 0.95 1.89 5.67
C: 2.31 0.34 4.43
C: 3.44 0.73 5.17
C: -1.62 -2.31 0.77
C: -0.21 -2.73 -1.01
C: -3.03 -1.23 -3.22
C: 0.63 1.93 -5.09
C: 1.74 0.98 -1.48
C: -2.55 -0.21 4.03
C: -0.49 -3.04 0.37
C: -1.57 -1.56 -2.94
C: 1.06 0.91 4.67
C: 2.40 -0.37 0.29
C: 1.91 2.44 -4.78
C: 3.07 1.72 -5.12
C: 1.99 0.95 -0.06
C: -1.10 -2.69 -3.85
C: 1.67 -0.03 -6.09
C: -1.07 -0.69 5.88
C: 0.53 0.77 -5.86
C: -1.24 1.01 -2.88
C: -2.07 -1.53 -0.33
C: -0.66 2.67 -4.74
C: -0.76 -0.34 -3.38
C: -1.27 -1.86 -1.49
C: 3.32 1.69 6.17
C: -3.40 -1.33 6.01
C: -0.18 0.51 3.82
C: 2.36 -1.18 -0.88
C: -0.68 1.54 1.73
H: 4.40 0.29 4.91
H: 2.19 -0.59 -3.04
H: 4.20 2.01 6.73
H: -3.38 -0.38 -2.62
H: -1.67 -3.59 -3.62
H: -0.45 0.52 -6.28
H: -3.64 -2.11 -3.06
H: -0.06 -0.64 6.28
H: -2.95 -0.91 -0.37
H: 1.49 1.86 -2.06
H: 1.97 3.06 7.16
H: -0.33 3.65 -4.32
H: -0.94 2.57 3.48
H: 1.97 1.83 0.59
H: 2.36 -0.43 3.66
H: 0.29 -0.50 -3.10
H: 0.51 -3.25 -1.62
H: 0.00 -3.79 0.97
H: 1.52 -1.02 -6.52
H: -0.79 -0.32 -4.48
H: -1.91 -1.72 7.55
H: -0.03 -2.90 -3.77
H: -3.10 -0.96 -4.28
H: 2.00 3.44 -4.32
H: 4.06 2.14 -4.90
H: -1.32 -2.43 -4.89
H: -2.13 -2.43 1.71
H: 2.83 -0.67 1.24
H: -4.23 -1.78 6.57
H: -0.01 2.37 5.87
H: -4.58 -0.91 4.23
H: 3.82 -0.11 -5.98
H: -2.31 2.62 -3.42
H: 2.59 -2.24 -0.94
H: -2.70 0.21 3.03
H: -1.28 2.84 -5.65

---

[8]
Formula: ClH3O3P
Source: OMol25
Level of theory: wB97M-V/def2-TZVPD

Values from the calculation:
Orbital gap (spin up / spin down) ... 8.758 / 7.341 eV
Net charge ... +1

CARTESIAN COORDINATES (ANGSTROEM)
Cl: -2.05 1.70 -1.68
P: 0.17 0.03 0.16
O: 1.33 0.16 1.23
O: 0.91 -0.27 -1.18
O: -0.83 -1.05 0.71
H: 1.09 0.25 -2.04
H: 1.17 0.26 2.15
H: -1.79 -1.08 0.64